Entry 1:
{
  "formula": "C5H7NO",
  "method": "ωB97M-V/def2-TZVPD",
  "species": ["O", "C", "C", "C", "C", "N", "C", "H", "H", "H", "H", "H", "H", "H"],
  "positions_angstrom": [[-0.461, 2.474, -0.542], [-0.735, 1.167, -0.137], [-0.305, 0.017, -0.982], [0.839, -0.562, -0.168], [0.194, -1.772, 0.475], [-0.878, -0.793, 0.817], [0.075, 0.313, 0.879], [0.434, 2.516, -0.897], [-1.793, 1.148, 0.145], [-0.270, 0.090, -2.085], [1.878, -0.522, -0.509], [-0.194, -2.587, -0.143], [0.705, -2.197, 1.353], [0.511, 0.710, 1.794]],
  "atomic_forces_ev_per_a": [[0.49, 0.13, -0.11], [-0.06, -0.20, 0.24], [-0.13, -0.03, -0.17], [0.36, 0.11, -0.04], [0.14, -0.15, -0.15], [-0.26, -0.02, -0.43], [0.04, 0.36, 0.29], [0.04, 0.10, 0.01], [0.24, 0.14, -0.03], [-0.73, -0.67, 0.20], [-0.03, 0.22, 0.03], [0.35, 0.12, -0.08], [-0.19, 0.22, -0.01], [-0.25, -0.32, 0.25]],
  "lumo_ha": [-0.00527, -0.00491],
  "energy_ev": -8830.1447,
  "fmax_ev_per_a": 1.01,
  "multiplicity": 1
}


Entry 2:
{
  "formula": "C4H4O3",
  "method": "ωB97M-V/def2-TZVPD",
  "species": ["C", "C", "C", "C", "O", "O", "O", "H", "H", "H", "H"],
  "positions_angstrom": [[-0.838, 1.397, 1.087], [0.073, 1.794, -0.011], [-1.057, 0.643, -0.102], [0.323, -1.360, -0.655], [-1.063, 1.442, 2.263], [-0.731, 1.577, -1.066], [0.252, -2.354, 0.127], [1.103, 1.483, -0.171], [1.154, -0.654, -0.784], [-0.079, -1.595, -1.597], [0.865, -2.373, 0.908]],
  "atomic_forces_ev_per_a": [[-0.28, 1.01, 0.56], [1.66, 0.04, 1.89], [1.00, -3.75, -0.81], [-0.43, 3.81, -1.19], [0.47, -0.16, -0.14], [-1.56, 0.65, -2.61], [0.93, -2.13, 2.81], [0.17, 0.32, 0.47], [0.01, -0.34, 0.93], [-1.14, 0.06, -0.97], [-0.83, 0.48, -0.94]],
  "lumo_ha": [-0.01997, -0.02019],
  "energy_ev": -10347.6296,
  "fmax_ev_per_a": 4.02,
  "multiplicity": 1
}


Entry 3:
{
  "formula": "C7H14O3",
  "method": "ωB97M-V/def2-TZVPD",
  "species": ["C", "C", "C", "C", "O", "O", "H", "H", "H", "H", "H", "H", "H", "H", "C", "C", "O", "C", "H", "H", "H", "H", "H", "H"],
  "positions_angstrom": [[-1.778, -1.106, -0.576], [-1.586, -0.281, 0.692], [-1.540, 1.201, 0.425], [-0.346, -0.772, 1.476], [-0.072, -1.950, 1.565], [-0.030, 0.116, 2.454], [-1.034, -0.833, -1.323], [-2.767, -0.935, -0.999], [-1.660, -2.163, -0.350], [-2.408, -0.477, 1.394], [-0.529, 1.428, -0.087], [-1.476, 1.775, 1.346], [-2.342, 1.557, -0.219], [0.689, -0.264, 2.983], [1.493, 1.580, -1.680], [1.266, 1.276, -0.414], [1.479, -0.105, 0.260], [1.928, -1.153, -0.566], [1.780, 2.579, -1.963], [1.386, 0.875, -2.488], [1.415, 1.965, 0.410], [2.992, -1.042, -0.785], [1.765, -2.091, -0.038], [1.374, -1.179, -1.517]],
  "atomic_forces_ev_per_a": [[0.02, -0.03, 0.27], [0.57, -0.13, -0.14], [2.02, 0.69, -0.65], [-2.34, -1.03, 1.58], [0.63, 0.57, -0.40], [0.58, 0.16, -0.27], [0.05, 0.05, -0.08], [-0.03, 0.02, -0.02], [-0.05, -0.05, -0.06], [0.14, -0.19, -0.06], [-2.35, -0.24, 0.57], [-0.37, 0.06, 0.09], [-0.08, -0.03, 0.06], [-0.18, -0.09, -0.12], [-0.29, -0.49, -0.08], [3.45, -2.71, 1.70], [-1.19, 3.34, -1.77], [-0.09, 0.03, -0.85], [-0.53, 0.31, 0.12], [0.33, -0.30, -0.03], [-0.37, 0.01, -0.14], [0.06, 0.09, -0.04], [-0.12, 0.11, 0.11], [0.15, -0.15, 0.23]],
  "lumo_ha": 0.03346,
  "smiles": "CC(C)C(=O)O.C=COC",
  "energy_ev": -13626.4159,
  "fmax_ev_per_a": 4.71,
  "multiplicity": 1
}